Below is a molecular structure, C13H26CuNO4S at a distorted geometry, with properties calculated with ωB97M-V with the def2-TZVPD basis set.

The geometry in XYZ format:
```
46
Properties=species:S:1:pos:R:3:forces:R:3:mulliken_spin:R:1
C 2.0122 1.0662 -0.6390 -0.6 -0.1 0.3 0.073
C 0.7571 2.0231 -0.7726 2.3 0.6 -3.4 0.094
C 1.3589 3.3550 -1.4204 0.5 -0.3 0.7 0.029
C -0.2858 1.4881 -1.8012 -1.4 0.6 1.1 0.006
C -1.3220 0.4424 -1.2425 0.6 -0.1 -0.4 -0.001
C -0.7468 -0.9946 -1.4522 -0.9 -0.8 -0.1 -0.003
C -1.3748 -2.1385 -0.5832 0.8 -0.8 -0.3 0.000
C -0.3489 -2.6383 0.5012 -0.2 0.8 -0.2 0.001
C 0.3895 -3.9664 0.1453 0.4 1.2 0.4 0.000
S 2.1656 -3.6704 0.5738 3.4 -1.4 3.6 0.000
O 2.9217 -4.9218 0.7021 -1.9 2.1 -1.4 0.000
O 2.2716 -2.8642 1.8166 -1.2 -0.6 -2.9 0.000
O 2.8609 -2.7496 -0.6331 -1.3 -0.7 1.0 0.000
C -1.7889 0.8060 0.2056 0.8 0.6 -0.8 0.028
C -0.7419 1.4501 1.1666 -2.7 -0.5 2.6 0.115
C -0.0039 0.3736 2.0781 0.1 0.8 0.2 0.041
C -1.6001 2.2930 2.2109 0.1 -1.0 0.0 0.011
N 0.1808 2.4312 0.5297 1.3 -1.5 1.0 0.471
O 1.0632 2.7615 1.3943 -0.8 0.5 -0.9 1.137
H 1.7588 0.0722 -0.2355 0.2 0.4 0.0 -0.008
H 2.8184 1.5297 -0.0437 -0.5 -0.3 -0.2 0.000
H 2.3870 0.9193 -1.6672 -0.2 0.2 0.4 0.000
H 0.9167 4.2696 -0.9924 -0.1 -0.4 -0.4 -0.008
H 1.2724 3.3201 -2.5183 -0.1 0.1 0.6 0.002
H 2.4379 3.3757 -1.1681 -0.6 0.2 -0.2 0.006
H -0.8341 2.3788 -2.1791 0.2 -0.5 0.2 0.000
H 0.2319 1.0788 -2.6878 0.0 0.1 0.7 0.004
H -2.2152 0.5234 -1.8975 0.4 -0.2 0.4 -0.001
H -0.9523 -1.2592 -2.5108 0.2 0.4 0.5 0.000
H 0.3535 -1.0561 -1.3537 -0.6 0.4 0.1 0.001
H -2.3696 -1.9100 -0.1601 0.5 0.1 -0.2 0.001
H -1.5407 -3.0009 -1.2619 -0.2 0.5 0.3 0.000
H -0.8018 -2.6676 1.5104 0.3 -0.4 -0.5 0.000
H 0.4365 -1.8553 0.5765 -0.5 -0.4 0.1 0.000
H 0.0915 -4.7951 0.8118 0.3 0.2 -0.5 0.000
H 0.3161 -4.2255 -0.9234 0.1 -0.1 0.5 0.000
H 2.2226 -2.6217 -1.3453 0.1 -0.1 -0.3 0.000
H -2.6218 1.5891 0.0905 0.3 -0.1 -0.1 -0.003
H -2.2547 -0.0208 0.7696 0.4 0.2 -0.4 0.002
H 0.0099 0.7703 3.1138 0.1 -0.2 -0.6 0.007
H 1.0480 0.2176 1.8005 -0.5 -0.3 -0.1 -0.002
H -0.5983 -0.5510 2.1258 0.5 0.4 -0.3 -0.001
H -2.1939 1.5323 2.7603 0.2 0.5 -0.3 -0.001
H -2.2889 3.0008 1.7148 0.5 0.0 0.3 -0.004
H -0.9598 2.7703 2.9727 -0.3 0.1 -0.5 0.002
Cu -4.4384 2.0686 -0.0821 0.1 -0.1 0.1 0.000
```
Forces are in eV/Å.

Results
Charge: +2
Energy (hartree): -2904.4077
Largest force on an atom (eV/A): 5.161
Multiplicity: 3

***

Below is a molecular structure, C13H26IrN4O2Se2, with properties calculated with ωB97M-V with the def2-TZVPD basis set.

The geometry in XYZ format:
```
48
Properties=species:S:1:pos:R:3:forces:R:3:mulliken_spin:R:1
Ir -0.4354 0.6583 0.8566 0.4 0.0 0.5 0.225
O 3.9971 -0.6026 1.0035 0.0 -0.1 -0.1 0.007
C 3.7190 0.0157 -0.2494 0.1 -0.1 0.1 -0.022
C 2.7432 -0.8600 -1.0543 0.0 0.0 0.0 0.046
C 3.5955 -1.7778 -1.9445 -0.1 -0.1 -0.1 0.012
O 2.7214 -2.6851 -2.5842 0.0 0.0 -0.1 0.002
C 1.8125 -0.0390 -1.9509 0.0 -0.1 0.0 0.006
Se 0.7803 1.3892 -1.1070 0.2 -0.1 0.2 -0.022
C 1.8831 -1.7944 -0.1790 0.0 -0.2 0.0 -0.015
Se 1.1526 -0.9642 1.3974 -0.2 0.4 -0.4 0.762
H 4.9303 -0.5269 1.2287 0.0 0.0 0.0 0.004
H 4.6364 0.1576 -0.8244 0.0 0.0 0.0 0.001
H 3.2887 1.0053 -0.0852 0.0 0.0 0.0 -0.004
H 4.3259 -2.2984 -1.3141 0.0 0.0 0.0 0.000
H 4.1399 -1.1630 -2.6692 0.0 0.0 0.0 -0.001
H 3.2130 -3.2414 -3.1972 0.0 0.0 0.0 0.000
H 1.1171 -0.7037 -2.4586 0.1 0.0 -0.1 -0.001
H 2.3849 0.4805 -2.7242 0.0 0.1 0.1 0.000
H 2.4624 -2.6481 0.1693 0.0 0.1 0.1 -0.012
H 1.0310 -2.1744 -0.7418 0.1 0.0 -0.1 0.010
N 0.7472 2.0146 1.9064 0.2 0.2 0.3 0.007
C 0.3236 3.4425 1.8940 0.0 0.1 0.0 -0.008
C -1.0010 3.6561 2.6019 0.0 -0.1 0.0 0.001
C -2.1885 3.0890 1.8475 0.0 0.1 0.0 -0.006
N -2.1769 1.5961 1.8470 -0.1 -0.2 -0.4 0.007
H 0.8413 1.7038 2.8727 0.1 0.1 0.0 0.001
H 1.6792 1.9522 1.4991 0.0 0.1 0.0 -0.004
H 0.2504 3.7522 0.8500 0.1 0.0 0.0 -0.002
H 1.1044 4.0395 2.3648 0.0 0.0 0.0 -0.001
H -1.1529 4.7303 2.7107 0.0 0.0 0.0 0.000
H -0.9634 3.2545 3.6210 0.0 0.0 0.0 0.000
H -2.1556 3.4199 0.8085 -0.1 0.0 0.0 0.001
H -3.1264 3.4391 2.2778 0.0 0.0 0.1 0.001
H -3.0316 1.2540 1.4119 0.0 0.0 0.0 0.001
H -2.1977 1.2545 2.8070 -0.1 0.1 0.0 0.000
N -4.4767 -3.1898 -1.8356 0.0 0.0 0.0 0.000
C -3.5857 -2.3584 -1.2866 -0.1 -0.1 0.0 -0.001
C -2.7685 -1.5202 -2.0693 0.0 0.0 0.0 0.000
C -1.8772 -0.6734 -1.4710 -0.1 -0.1 0.1 0.001
N -1.7231 -0.5875 -0.1285 -0.4 -0.4 -0.3 0.002
C -2.5017 -1.4002 0.6251 0.0 0.0 -0.1 -0.007
C -3.4176 -2.2718 0.1112 0.0 0.0 0.0 -0.003
H -4.5845 -3.2536 -2.8333 0.0 0.0 0.0 0.000
H -5.0527 -3.7887 -1.2695 0.0 0.0 0.0 0.000
H -2.8400 -1.5338 -3.1484 0.0 0.0 0.0 0.000
H -1.2639 -0.0137 -2.0643 0.0 0.0 0.0 0.001
H -2.3578 -1.3457 1.6983 0.0 0.0 0.0 0.011
H -4.0015 -2.8890 0.7802 0.0 0.0 0.0 0.000
```
Forces are in eV/Å.

Results
Charge: +2
Energy (hartree): -5787.1567
Energy above the lowest of the compared OMol25 structures with the same formula, charge and spin (eV): 0.484
Largest force on an atom (eV/A): 0.651
Multiplicity: 2

***

Below is C13H26N2O5S in the gas phase at a distorted geometry, with properties calculated with ωB97M-V with the def2-TZVPD basis set.

The geometry in XYZ format:
```
47
Properties=species:S:1:pos:R:3:forces:R:3:mulliken_charge:R:1
C 4.0932 1.8894 1.0384 -0.1 0.2 0.0 -0.924
H 5.0041 1.5788 0.5304 0.1 -0.1 0.0 0.283
H 4.3714 2.4776 1.9092 0.1 0.0 0.1 0.383
H 3.5610 1.0042 1.3711 0.1 -0.1 0.1 0.102
C 3.2159 2.7152 0.1057 0.1 -0.1 0.2 -0.372
C 2.7818 1.9382 -1.1218 -0.7 -0.3 0.3 -0.834
H 3.5736 1.3152 -1.5265 0.1 -0.1 -0.1 0.388
H 2.3981 2.5896 -1.9035 -0.1 0.0 -0.1 0.432
S 1.3706 0.8497 -0.7454 0.8 0.0 -0.3 1.369
O 0.4859 1.5532 0.1454 0.0 0.2 0.3 -0.853
O 0.8370 0.3927 -1.9979 0.2 -0.1 -0.1 -0.745
N 2.0496 -0.3954 0.1257 -0.5 0.8 -0.5 0.337
C 1.3702 -0.8866 1.3058 -0.5 0.1 0.4 -1.980
H 2.1440 -1.1664 2.0339 -0.1 0.1 0.0 0.617
C 0.4956 -2.1216 1.0587 0.2 -0.2 -0.1 0.661
C -0.7924 -1.9491 0.2373 0.2 0.1 0.4 0.154
O -1.3490 -2.9301 -0.2204 -0.1 -0.3 -0.1 -0.692
N -1.2890 -0.7085 0.1037 -0.2 0.3 0.0 0.157
H -0.7966 0.1183 0.4085 0.0 -0.2 0.1 0.363
C -2.4546 -0.4547 -0.7072 -0.5 0.1 0.1 -1.251
H -2.2041 0.2974 -1.4588 0.0 -0.1 0.0 0.402
H -2.7477 -1.3944 -1.1815 0.0 0.2 0.0 0.510
C -3.6179 0.0526 0.1613 0.2 -0.4 0.0 0.227
O -4.8597 0.0286 -0.4889 0.0 0.0 0.1 -0.444
C -4.9346 0.7966 -1.6768 0.0 0.0 0.0 -0.704
H -5.9958 0.9336 -1.8782 0.1 0.0 -0.1 0.269
H -4.4696 0.2727 -2.5167 0.0 0.0 0.0 0.248
H -4.4554 1.7697 -1.5431 -0.1 0.0 -0.1 0.308
O -3.2737 1.3361 0.6050 0.2 -0.1 -0.2 -0.234
C -4.1006 1.8282 1.6361 -0.1 0.0 0.0 -0.828
H -5.1486 1.8603 1.3232 0.1 0.0 0.0 0.300
H -3.7482 2.8338 1.8551 -0.1 0.0 0.1 0.250
H -4.0176 1.2019 2.5321 0.0 0.0 0.0 0.321
H -3.7580 -0.6276 1.0190 0.1 0.2 -0.1 0.361
C 1.3449 -3.1946 0.3639 -0.2 0.0 -0.1 -1.313
C 1.9042 -2.6231 -0.9355 0.1 0.0 0.2 -0.519
C 2.7631 -1.3968 -0.6388 0.2 -0.3 -0.5 -1.140
H 3.6519 -1.6879 -0.0646 0.0 0.1 -0.1 0.432
H 3.0805 -0.9268 -1.5700 0.2 -0.1 0.0 0.529
H 1.0806 -2.3274 -1.5871 0.0 0.0 -0.1 0.307
H 2.5066 -3.3699 -1.4545 0.0 0.0 -0.1 0.401
H 2.1625 -3.5058 1.0187 0.0 0.0 0.1 0.441
H 0.7161 -4.0588 0.1500 0.1 0.0 0.1 0.496
H 0.1697 -2.5002 2.0355 0.0 0.1 -0.1 0.392
H 0.8046 -0.0516 1.7192 0.1 -0.1 0.2 0.763
H 2.3151 3.0350 0.6319 0.1 0.2 0.0 0.240
H 3.7614 3.6087 -0.2077 -0.1 0.0 -0.1 0.389
```
Forces are in eV/Å.

Results
Charge: 0
Energy (hartree): -1394.8458
SMILES: CCCS(=O)(=O)N1CCC[C@H](C(=O)NCC(OC)OC)C1
Energy above the lowest of the compared OMol25 structures with the same formula, charge and spin (eV): 0.201
Largest force on an atom (eV/A): 1.092
Multiplicity: 1